No. 1
34
Properties=species:S:1:pos:R:3:forces:R:3 method="wB97M-V/def2-TZVPD" charge=+1 lumo_energy_ev=-4.3
O -4.918539 -1.614887 -0.207469 2.8 -4.9 0.0
C -4.297202 -2.694453 -0.168408 -1.9 4.2 0.0
Cl -4.786009 -3.951497 1.098707 0.9 1.1 -1.7
C -3.059528 -3.018247 -1.175798 0.3 -0.3 1.3
C -2.041765 -1.784940 -1.277689 2.2 4.8 0.0
N -2.326159 -0.374805 -0.959408 4.1 -2.5 -1.4
C -1.064671 0.301290 -1.174039 0.9 -2.6 -0.6
N -0.708673 1.592328 -1.011251 -1.2 0.1 0.0
C -1.728772 2.554402 -0.501841 0.2 0.2 0.2
C -2.033753 2.253515 1.043873 -5.1 3.0 1.9
O -3.023479 2.822876 1.581128 4.9 -2.7 -2.7
Br -0.945098 1.064690 2.208098 -0.4 0.7 -1.2
N -0.018215 -0.596778 -1.627538 -4.7 2.7 1.6
N -0.640041 -1.811117 -1.680732 -1.9 -2.1 -0.6
P 0.340168 -3.191697 -2.214175 0.9 -2.2 1.2
S 0.756495 -4.349520 -0.718036 -0.4 0.4 -0.6
H -2.517492 -3.918600 -0.700629 -0.6 1.4 -1.0
H -3.533861 -3.317840 -2.170081 0.9 0.6 1.2
H 0.271428 1.884158 -1.194227 -1.2 -0.3 0.3
H -2.674135 2.509986 -1.168486 1.3 -0.2 1.6
H -1.374624 3.653705 -0.571848 -0.2 -2.0 0.2
H 0.951655 -0.314383 -1.820719 -0.5 -1.0 0.1
H 1.606301 -2.758074 -2.776803 -1.3 0.7 0.0
H -0.375874 -3.819028 -3.289530 0.1 0.9 0.4
C 3.643251 0.588472 2.406834 0.0 -0.1 0.0
S 3.056880 1.908843 1.323758 0.2 0.1 0.2
O 3.654798 1.679537 -0.029207 -0.3 -0.1 0.1
C 3.994219 3.234428 2.114272 0.1 0.0 0.0
H 3.208116 -0.353431 2.068492 0.0 0.1 0.0
H 4.731711 0.521062 2.358857 -0.1 0.1 -0.1
H 3.322899 0.785623 3.431401 0.0 0.0 -0.1
H 5.060933 3.005622 2.084603 -0.1 -0.1 -0.1
H 3.662726 3.348250 3.147988 0.0 0.0 -0.1
H 3.806310 4.160509 1.569902 0.0 -0.1 0.0



No. 2
34
Properties=species:S:1:pos:R:3:forces:R:3 method="wB97M-V/def2-TZVPD" relative_energy_kj_mol=5.7 smiles=ClC(Cl)Cl.ClC(Cl)Cl.ClCCCl.ClCCCl.ClCCCl lumo_energy_ev=0.3
Cl -0.197094 0.470337 1.728912 -0.2 -0.1 0.1
C 1.504301 0.755382 2.096094 0.0 -0.1 0.1
Cl 1.725637 1.413919 3.708768 -0.1 0.1 0.1
Cl 2.192317 1.824155 0.881296 0.1 0.0 -0.1
H 2.006620 -0.202904 2.084547 0.0 0.0 -0.2
Cl -2.319139 1.577382 -2.305584 0.0 0.0 -0.1
C -0.676425 1.980972 -1.832194 0.1 0.2 0.3
Cl -0.363549 3.721395 -2.003069 0.0 -0.2 -0.2
Cl 0.501169 0.996099 -2.688028 0.1 0.1 -0.1
H -0.558795 1.767441 -0.778654 -0.1 -0.1 0.0
Cl 4.192706 5.048133 -3.479953 -0.2 -0.3 -0.3
C 4.406636 4.446237 -1.814514 -0.4 0.8 0.2
C 3.119674 4.502360 -1.007043 0.1 0.3 -0.9
Cl 2.493150 6.184114 -0.916377 0.1 -0.3 0.2
H 5.112348 5.172103 -1.420263 0.4 -0.6 0.4
H 4.729458 3.411346 -1.870372 0.4 0.1 0.1
H 3.280508 4.133224 -0.000745 0.0 0.1 0.1
H 2.368927 3.922388 -1.536243 -0.2 -0.1 0.2
Cl -3.084052 -1.850226 -0.862721 0.4 -0.1 0.4
C -3.806526 -2.014577 0.763034 -0.8 0.5 -0.2
C -4.588609 -3.300682 0.907380 0.2 0.0 0.1
Cl -3.575170 -4.751126 0.615638 -0.1 0.1 0.2
H -4.488676 -1.163409 0.802534 -0.2 -0.2 0.2
H -3.130277 -1.856456 1.600561 0.6 -0.2 -0.4
H -5.418541 -3.357767 0.211641 0.0 0.0 -0.1
H -4.968071 -3.365318 1.924897 0.0 -0.1 0.0
Cl 1.164669 -3.225909 2.266336 0.1 -0.1 0.2
C -0.321252 -3.554941 1.357501 -0.8 0.4 -0.1
C -0.032954 -3.982906 -0.061177 0.5 -0.1 -0.1
Cl 0.951721 -2.742415 -0.915447 -0.1 -0.1 0.0
H -0.927447 -2.648705 1.384528 0.3 0.1 -0.2
H -0.918422 -4.280113 1.907378 0.3 -0.3 -0.1
H -0.912847 -4.120767 -0.680626 -0.3 0.1 0.3
H 0.538020 -4.908779 -0.068040 0.1 0.1 0.0



No. 3
33
Properties=species:S:1:pos:R:3:forces:R:3 method="wB97M-V/def2-TZVPD" smiles="CC(=O)N(C)P(O)(Cl)(Cl)CCF.O=C1OC[C@@H](F)O1" lumo_energy_ev=0.3
C 0.531031 -1.019122 -0.530580 -0.7 0.4 0.2
C 0.151482 0.331208 -1.076262 1.6 1.0 -0.7
O 0.983826 1.140444 -1.478093 -1.5 -1.1 0.9
N -1.252186 0.657211 -0.970174 0.0 0.0 -0.8
C -1.423685 1.868604 -0.179860 0.5 -0.1 0.6
P -2.391635 0.277225 -2.284457 -0.3 -0.5 -0.3
O -3.443429 -0.022213 -3.593871 0.3 -0.1 0.3
Cl -2.777441 2.312600 -2.640203 -0.1 0.2 0.2
Cl -0.971150 -0.661034 -3.420784 0.0 -0.1 0.2
C -3.417369 -0.820822 -1.195979 0.6 0.0 -0.2
C -4.467628 -0.060756 -0.421281 -0.1 -0.4 -0.2
F -5.422658 -0.963747 0.029093 -0.1 -0.1 0.1
H -0.083748 -1.191767 0.349031 0.0 -0.1 0.2
H 1.567609 -1.048491 -0.252812 0.4 -0.1 -0.2
H 0.266981 -1.801956 -1.231161 0.1 -0.1 -0.2
H -2.458435 2.045370 0.073588 -0.3 0.1 -0.1
H -0.909301 1.717146 0.769416 0.1 -0.1 0.1
H -0.979481 2.751199 -0.626084 -0.1 0.2 -0.3
H -4.096776 0.670986 -3.668668 -0.3 0.2 -0.2
H -3.872649 -1.557292 -1.844609 -0.3 0.1 -0.2
H -2.735884 -1.340738 -0.534081 0.1 0.0 0.3
H -4.984348 0.649632 -1.059706 -0.1 0.3 0.0
H -4.047957 0.415333 0.455873 0.1 0.3 0.1
O 2.587568 -1.940369 1.634482 0.0 -0.2 0.0
C 3.491694 -1.301436 2.048810 0.1 0.0 0.1
O 3.640166 -0.909066 3.336112 0.1 0.1 0.0
C 4.920181 -0.280352 3.466603 0.0 0.1 0.2
C 5.204949 0.147795 2.044279 0.1 -0.2 -0.1
F 6.526497 0.107088 1.751206 -0.1 -0.1 0.0
O 4.525161 -0.840964 1.291249 -0.1 0.2 0.0
H 5.652154 -1.010843 3.812979 0.1 0.0 -0.1
H 4.872692 0.548030 4.167586 -0.2 0.0 0.0
H 4.813768 1.131097 1.778357 0.1 0.0 0.0



No. 4
30
Properties=species:S:1:pos:R:3:forces:R:3 method="wB97M-V/def2-TZVPD" charge=+2 spin_multiplicity=2 lumo_energy_ev="-11.7 / -12.6"
Mg 1.776002 2.464609 -3.322364 -0.5 -1.6 2.0
Cl 1.924492 -1.320841 -3.100984 -1.1 0.1 -0.2
O 0.859782 -1.490421 -2.146454 1.1 -0.3 -0.8
O 3.078382 -2.113441 -2.673854 -0.7 -0.2 -0.2
O 1.541922 -1.729831 -4.423724 0.5 -0.1 1.2
O 2.352422 0.060989 -3.103544 -0.1 1.6 -0.4
C -4.009778 -0.761681 1.640886 0.2 -1.1 -1.5
C -2.555648 -0.460911 1.146496 -0.5 0.3 0.9
C -2.294298 -0.462791 -0.408684 0.3 -0.2 2.2
C -3.044968 0.553429 -1.049324 -3.4 3.5 -3.4
N -3.688258 1.337709 -1.664944 2.5 -2.6 2.3
H -4.755648 -0.226421 1.053296 0.2 0.5 0.0
H -4.270158 -0.618071 2.689536 0.7 0.2 0.0
H -4.234538 -1.796121 1.381016 -0.1 -0.2 0.3
H -1.782208 -1.093191 1.582516 -0.4 -0.6 0.1
H -2.347618 0.487029 1.642726 0.4 0.6 -0.8
H -2.503148 -1.436691 -0.851414 0.0 0.0 0.0
H -1.247798 -0.191251 -0.547254 0.2 -0.4 -0.1
C 2.798142 -0.468101 0.773646 -0.7 -1.3 -0.5
C 2.562252 0.654059 1.726876 0.5 1.4 -1.0
C 1.349162 1.586159 1.366246 -0.5 -0.5 0.3
C 1.230912 1.897419 -0.091724 -1.0 0.4 -2.3
N 1.101172 2.147479 -1.246564 1.3 -0.4 2.4
H 1.990592 -1.195941 0.852546 -0.7 0.2 -0.6
H 3.595232 -1.185461 0.968956 0.7 0.8 0.3
H 2.915372 -0.060461 -0.230434 0.0 -0.4 -0.3
H 3.304922 1.425339 1.522766 1.1 -0.6 1.1
H 2.507802 0.243589 2.735166 0.0 0.8 0.1
H 1.395962 2.527799 1.913266 0.6 0.4 -0.3
H 0.449542 1.226029 1.865316 -0.7 -0.5 -1.1



No. 5
27
Properties=species:S:1:pos:R:3:forces:R:3 method="wB97M-V/def2-TZVPD" relative_energy_kj_mol=0.0 charge=-1 spin_multiplicity=4 lumo_energy_ev="3.1 / 3.0"
C -2.696098 -0.398133 -1.200745 -0.1 -0.4 -0.2
Co -0.090055 0.255055 0.038236 0.9 -0.5 -1.3
N 1.948749 0.195630 0.343463 1.2 -0.2 0.2
H -0.067871 1.178442 -1.185402 -0.1 0.9 -1.2
H 2.251789 0.876371 1.048107 -0.2 -0.3 -0.3
H -1.604372 -0.511324 -1.382260 -0.7 0.3 0.2
H -3.155122 0.161271 -2.025888 0.2 -0.1 0.1
H -2.918063 0.118975 -0.261400 0.3 -0.1 -0.2
H -3.140270 -1.397489 -1.154740 -0.1 0.1 0.0
H 2.244324 -0.727112 0.668621 0.1 0.3 0.1
H 2.458903 0.401537 -0.521680 -0.4 -0.1 0.4
N -1.970921 2.493322 0.917177 -0.7 1.1 -0.3
C -1.706963 1.612765 1.903569 1.8 -2.4 -0.6
N -0.888857 0.553176 1.668496 -2.2 1.1 2.5
C -0.805814 -0.323869 2.774672 -1.2 2.4 0.0
C -0.025788 -1.482565 2.856758 0.8 -0.4 -1.2
C 0.080360 -2.119459 4.104780 -0.7 0.0 1.8
C -0.619802 -1.625725 5.217446 1.0 -1.0 -0.9
C -1.434766 -0.486163 5.107777 -0.9 0.5 1.6
C -1.522963 0.154130 3.874990 0.3 -0.1 -1.3
S -2.395706 1.635215 3.467968 0.4 -0.5 0.5
H -2.621470 3.249169 1.072053 0.3 -0.2 -0.1
H -1.510898 2.381976 0.015117 0.1 -0.2 0.2
H 0.470414 -1.876680 1.965498 -0.2 0.1 0.2
H 0.709341 -3.004315 4.215724 -0.2 0.2 0.0
H -0.530767 -2.128434 6.179707 0.0 0.1 -0.2
H -1.985598 -0.073444 5.951347 0.1 -0.3 0.0



No. 6
42
Properties=species:S:1:pos:R:3:forces:R:3 method="wB97M-V/def2-TZVPD" charge=+1 lumo_energy_ev=-2.7
Sr 0.086609 0.483739 -0.518781 -0.6 0.9 0.3
C 2.265107 -0.190950 2.023274 2.1 -3.8 2.3
O 2.170034 0.559524 0.922994 -0.2 2.7 -3.4
C 3.363524 0.969966 0.182898 -0.3 0.2 0.2
C 3.085564 2.299887 -0.492486 -1.0 1.1 3.3
O 2.018960 2.069473 -1.319090 -2.3 -1.4 -1.9
C 1.971200 2.596139 -2.639895 -1.8 2.4 0.3
H 2.347359 -1.298556 1.765424 0.4 1.0 0.1
H 1.346112 -0.214168 2.579020 -0.4 0.9 0.5
H 3.172546 0.058417 2.659573 -1.2 -0.1 -0.5
H 3.522564 0.340064 -0.695359 0.3 -0.8 0.5
H 4.201678 1.014970 0.875686 0.1 -0.1 -0.1
H 3.939351 2.699988 -0.994557 0.7 0.2 -0.3
H 2.669596 3.026137 0.288494 1.2 -0.6 -0.8
H 1.333587 3.542505 -2.659693 0.9 -0.8 0.4
H 1.373103 1.990242 -3.328580 0.9 -0.6 0.2
H 2.954809 2.901414 -2.922586 0.6 -0.3 -0.8
F -4.476597 -0.524163 0.091087 0.3 -0.3 -0.9
C -3.533053 -0.328109 -0.846528 -0.9 -0.3 2.4
F -3.851240 -0.977284 -1.933423 0.7 -0.2 0.0
F -2.358670 -0.813739 -0.222795 -0.8 0.3 -1.5
S -3.382355 1.479594 -1.051957 1.4 2.1 2.1
O -4.365045 1.975898 -1.924438 -1.0 -0.4 -0.3
O -2.005535 1.695089 -1.466673 1.1 -0.9 -0.5
N -3.558815 1.953174 0.459587 -1.0 -1.0 -3.0
S -2.525304 2.230121 1.554110 0.1 0.1 0.9
O -1.178929 1.642315 1.391803 -0.5 0.3 -0.5
O -3.202239 1.991567 2.778808 0.7 0.2 0.8
C -2.344866 4.087117 1.363630 0.2 0.4 -0.2
F -3.400944 4.701412 1.881383 0.2 -0.4 -0.2
F -2.243974 4.405456 0.056529 -0.1 -0.3 0.5
F -1.247928 4.535976 1.970957 0.0 -0.2 0.1
N -1.002610 -5.251203 0.134582 -1.6 -1.5 1.1
C 0.324269 -5.362557 -0.025464 1.0 1.6 0.0
N 0.962099 -6.553275 -0.013080 -0.2 1.6 0.1
N 1.088339 -4.298182 -0.216274 0.2 0.1 -0.3
C 0.677786 -3.085230 -0.424832 0.6 -2.9 0.9
N 0.456390 -1.972207 -0.573896 -0.5 2.1 -0.5
H -1.491642 -6.035491 0.604551 0.6 0.7 -0.7
H -1.489772 -4.374594 0.356389 1.0 -0.3 -0.5
H 0.412088 -7.346470 0.033665 -1.0 -1.9 0.3
H 1.916847 -6.623990 0.295940 0.1 0.3 -0.3



No. 7
27
Properties=species:S:1:pos:R:3:forces:R:3 method="wB97M-V/def2-TZVPD" relative_energy_kj_mol=15.2 spin_multiplicity=3 lumo_energy_ev="0.8 / -1.4"
C -2.187112 -2.105548 1.042382 1.6 -0.7 0.1
C -0.666195 0.827355 0.083552 -5.2 4.2 0.6
C 0.416103 -1.738881 -1.651588 -3.6 1.9 -1.2
C 1.281198 -2.782723 -2.120871 3.0 -0.3 1.1
C -0.802557 3.260781 0.279399 2.1 -1.6 -0.2
C -1.118646 1.958000 0.993793 1.8 -0.6 -2.6
C 1.186592 0.082329 1.505932 -0.3 0.1 0.8
C 0.446125 0.060740 0.242157 5.3 -6.3 -1.1
N -1.057441 -2.284597 1.042802 0.3 0.3 0.1
N 0.942688 -0.988379 -0.692390 -0.9 3.8 3.3
O -1.552564 0.725707 -0.901047 -0.3 -0.3 -0.6
O -0.763706 -1.530277 -2.102958 2.0 -0.2 0.7
S 2.710572 1.141877 1.339234 0.2 -0.3 0.1
H -3.192643 -2.297241 1.108108 -2.0 0.3 0.0
H -1.360958 -0.060883 -1.443612 0.1 -0.8 -0.6
H 2.176232 -2.554916 -2.694836 0.0 1.1 -0.2
H 1.768163 -3.248718 -1.252646 -0.6 -0.6 -0.2
H 0.793154 -3.400988 -2.761389 -1.7 -2.3 -1.3
H -1.295213 3.262989 -0.634503 -0.9 0.3 -1.8
H 0.297813 3.383031 0.083818 -0.9 -0.4 0.1
H -1.059574 4.060964 0.848122 -1.0 2.6 1.6
H -0.671149 2.015240 1.916876 1.3 -0.3 2.2
H -2.130989 1.768941 1.172974 -1.9 0.2 0.1
H 0.615166 0.555942 2.311010 -0.1 -0.1 -0.4
H 1.416723 -0.893393 1.943985 0.5 0.0 -0.5
H 1.829660 -1.267300 -0.359021 1.0 -0.4 0.2
H 1.978558 2.049948 0.700718 0.2 0.4 -0.1



No. 8
27
Properties=species:S:1:pos:R:3:forces:R:3 method="wB97M-V/def2-TZVPD" relative_energy_kj_mol=470.5 smiles="[H]/N=C/[C@@]1(O)[C@H](CO)O[C@H](C)[C@@H]1N=C" lumo_energy_ev=0.7
H -1.545554 -1.592915 3.512161 0.4 2.0 -0.8
N -1.026775 -0.817652 2.976371 -0.8 -2.8 1.6
C -1.556628 -0.458465 1.907224 -2.1 0.3 -1.8
C -0.756916 0.248707 0.835662 3.2 -0.4 -0.4
O -1.309619 1.488213 0.570784 -0.2 1.6 0.0
C 0.799192 0.253008 1.298963 -2.4 -0.5 1.2
C 1.633180 1.505858 1.035621 0.3 -0.4 0.1
O 1.017804 2.735138 1.369524 -0.6 0.1 1.2
O 1.474401 -0.768692 0.652864 0.2 -1.1 -0.3
C 0.745157 -1.345846 -0.406678 0.8 -2.6 0.0
C 1.608014 -1.234007 -1.655655 -1.3 0.0 0.0
C -0.661992 -0.793438 -0.408588 -1.2 2.1 -0.2
N -0.962969 -0.276230 -1.712670 1.1 0.0 -0.4
C -1.735143 0.676074 -1.933028 -1.0 1.2 -0.5
H -2.634663 -0.626943 1.506452 1.4 -0.2 1.1
H -0.703398 2.287011 0.631019 -0.3 -1.8 0.1
H 0.572342 -0.195768 2.325699 1.6 1.9 -0.5
H 1.886348 1.555029 -0.030395 -0.3 0.0 0.1
H 2.600451 1.391094 1.550049 -0.2 0.0 0.0
H 0.766435 2.671179 2.317627 0.3 0.3 -0.8
H 0.562042 -2.446525 -0.297690 0.7 0.5 0.8
H 1.119998 -1.897146 -2.395313 -0.1 1.3 -0.4
H 2.583859 -1.720482 -1.602634 0.1 0.5 0.9
H 1.626435 -0.128743 -1.766133 0.5 -0.9 -1.3
H -1.420902 -1.546474 -0.288456 -0.1 -0.7 0.5
H -1.733312 1.065511 -2.973429 -0.4 -0.3 0.6
H -2.353821 1.177714 -1.162828 0.3 -0.3 -0.7



E, respectively: -4929.52567; -5835.52565; -2205.69599; -1382.89112; -2258.36719; -2464.57960; -971.21073; -648.32952 Ha.
Strongest force on any atom, respectively: 6.2; 1.0; 2.1; 6.0; 3.5; 4.9; 8.3; 3.3 eV Å⁻¹.